[1]
Below is a molecular structure, C47H69Br9N7O13 at a distorted geometry, with properties calculated with ωB97M-V with the def2-TZVPD basis set.

Computed properties:
- molecular weight (g/mol) = 1659.241
- lowest unoccupied orbital energy (eV) = -2.61

Geometry as ORCA input:
```
! wB97M-V def2-TZVPD RIJCOSX def2/J DEFGRID3
* xyz 1 1
Br -2.6241 5.6746 -5.3633
Br 0.5452 0.6457 -6.1276
Br -4.3103 5.5796 -1.6330
Br -4.6131 7.3495 1.0423
Br -1.6403 6.3376 0.0231
Br -1.8720 -1.8142 -6.2793
Br -5.6199 4.5760 -5.3356
Br -3.8686 4.0287 -8.0364
Br -2.6882 1.3123 -5.9105
O 6.9412 2.9504 0.5067
O -3.9611 2.5002 1.9688
O -0.4137 -8.7015 -0.6364
O 4.3667 2.3866 -4.3831
O -4.3719 -7.7469 2.3500
O -5.4202 -7.8070 -2.8009
O 2.4393 6.5269 -1.2853
O 0.9423 4.3618 8.8374
O 1.8094 -2.4828 -4.4242
O 3.9438 -0.6765 0.2414
O 2.1209 0.1127 2.9796
O -0.0055 -4.4623 2.2915
O 3.1634 2.2393 4.3168
N 4.7254 2.6415 0.9399
N -5.5090 1.0351 1.4220
N 6.1688 0.9867 0.8132
N 2.3657 -2.0565 2.7440
N 0.4753 -1.3806 3.2924
N -3.9390 0.4675 2.8417
N -0.0544 1.7611 -0.1365
C 1.6010 -1.0113 2.9399
C -3.5923 -7.1613 -1.4237
C 1.3275 3.3787 1.1802
C 0.7723 3.1476 6.9056
C -3.5238 5.9124 0.1312
C 5.9886 2.2588 0.7506
C -0.3054 2.4676 -2.6259
C -1.4828 -1.8666 -0.3682
C -2.1267 -9.4280 -2.1685
C 1.3057 2.6384 5.7614
C 2.8663 5.4673 -2.0102
C 1.5771 3.9306 7.7876
C -3.4463 -9.2222 -2.6945
C 2.3083 -2.1450 -3.2204
C -3.4463 -5.5999 2.5031
C 2.6498 2.8822 5.4579
C -0.7013 2.0016 1.2105
C -1.9939 -7.4778 2.6913
C 2.8696 -2.5706 -0.8736
C -4.4246 1.3750 2.0677
C -0.5717 2.7752 -1.1797
C -0.9668 3.5374 -3.4846
C -1.6044 -8.4603 -1.2504
C -0.0144 3.2458 1.8623
C 2.3654 5.3408 -3.2403
C -4.1651 -8.1009 -2.2864
C -2.3059 -7.2783 -0.9433
C -1.0991 -5.2761 2.4975
C 2.6788 -0.8564 -3.1396
C 4.4938 3.7080 -2.3006
C 3.9403 4.7585 -1.5249
C 2.3824 -3.0313 -2.1073
C -0.8831 -6.6450 2.5392
C -3.2705 -6.9814 2.5303
C 3.3327 -1.2282 -0.8391
C -4.1832 5.1987 -6.4334
C 3.1186 -0.3388 -1.9061
C 3.9439 3.4717 -3.5830
C -1.4851 -0.3858 -0.6277
C 2.8588 4.3016 7.4001
C 2.9578 4.3591 -4.0809
C -0.0433 0.2658 -0.4629
C 3.4008 3.7589 6.2275
C -1.2629 0.0337 -6.6618
C -2.9014 -2.5132 -0.7352
C -2.3591 -4.7550 2.6349
C 1.4227 2.2204 0.2042
H 4.7909 3.6023 1.2442
H -0.2072 2.8438 7.2442
H -0.6749 1.5607 -3.1045
H -1.7887 2.0731 1.1832
H 2.1382 -4.0659 -2.2981
H 1.8864 2.4222 -0.7613
H -2.9114 -3.6015 -0.6755
H 5.2967 0.4856 0.7211
H -0.2376 -0.7739 3.6715
H 3.9483 2.0003 1.0111
H -0.4313 4.4814 -3.3832
H 1.9892 -2.0596 -5.2669
H -1.9262 -6.5047 -0.2924
H -3.6504 -2.0987 -0.0604
H -1.6787 -10.3861 -2.3871
H 0.0533 -7.8697 -0.5285
H 1.6585 6.9774 -1.6155
H -2.1477 0.1071 0.0837
H -1.7815 -0.2757 -1.6708
H 7.0783 0.5599 0.9171
H 2.1504 3.3007 1.8908
H -2.5532 -3.6926 2.6378
H -1.7738 -8.5261 2.8292
H -1.0897 3.3163 -4.5449
H -3.3066 0.7910 3.5596
H -0.5865 4.1713 1.9268
H 3.3676 0.7072 -1.8046
H -3.8728 -9.9064 -3.4131
H -1.6447 2.6063 -1.0893
H 2.6973 1.4680 3.9859
H 1.3938 4.3683 0.7280
H -1.3290 -2.1092 0.6833
H -3.3093 -2.2458 -1.7100
H 4.0452 -1.2935 0.9699
H -0.3729 3.7974 -0.8578
H 1.8459 -2.8463 2.3889
H 0.7992 -4.6382 2.7845
H -0.6559 -2.2704 -0.9524
H 1.4923 4.9546 9.3549
H -0.4621 1.1225 1.8089
H -4.2376 -8.6449 2.6617
H 0.5296 -0.1997 0.3391
H 2.7429 4.2543 -5.1341
H 0.6477 1.9309 5.2786
H 0.1409 -6.9874 2.5634
H -3.5527 4.9798 0.6947
H 3.4082 4.8168 8.1741
H 4.4291 3.9064 5.9321
H 5.1384 3.0572 -1.7285
H 0.3264 -2.3448 3.5539
H 1.9600 1.4140 0.7034
H -1.9671 3.8067 -3.1455
H -6.0402 1.7724 0.9811
H 2.4855 -0.2144 -3.9863
H -5.9129 0.1287 1.6097
H -4.6055 6.0878 -6.9017
H 3.3621 -2.0869 2.5819
H 0.4294 3.0714 2.8425
H -4.4418 -5.1827 2.5375
H 0.3655 0.0829 -1.4566
H -4.0814 -6.2234 -1.2059
H -5.5023 -7.9732 -3.7429
H 5.1002 1.8414 -4.0895
H 1.5736 6.0033 -3.5573
H 0.7809 2.4860 -2.7134
H 2.9754 -3.3056 -0.0894
H -1.2989 0.0294 -7.7512
H 4.2708 4.9301 -0.5111
H -4.3646 -0.4376 2.9822
*
```

[2]
Below is 16 unconnected molecules or ions with the total composition C32H96O32 at a distorted geometry, with properties calculated with ωB97M-V with the def2-TZVPD basis set.

Computed properties:
- energy relative to the best compared isomer or geometry (same formula, charge and spin) (eV) = 1.465
- molecular weight (g/mol) = 993.088
- lowest unoccupied orbital energy (eV) = 0.14

Geometry as ORCA input:
```
! wB97M-V def2-TZVPD RIJCOSX def2/J DEFGRID3
* xyz 0 1
O 2.3588 -11.6025 21.5420
O 0.3306 -1.7885 19.4717
O -4.3241 -6.4055 30.2014
O 3.3148 -4.6844 23.0019
O -0.1079 -7.2897 24.6671
O -6.3061 -5.3595 25.9996
O -8.5300 -6.8006 20.8944
O -6.0605 -8.5027 29.8589
O -0.1944 -9.2379 26.7095
O -1.9139 -13.3196 23.4663
O -7.5731 -2.9869 25.8744
O -2.7855 -8.1952 25.9601
O -10.4614 -5.7356 22.6852
O 0.0740 -10.9561 29.1660
O -2.3730 -13.7579 20.5930
O -0.4294 -3.7803 26.4111
O 2.4659 -11.1599 24.3142
O -2.4178 -4.1731 30.4383
O -0.4710 -11.6037 20.6787
O -2.7702 -10.9182 22.0324
O -2.0595 -1.5020 29.9553
O -0.7192 -1.8161 24.3742
O 1.5714 -7.9382 28.2587
O -0.3579 -4.5476 20.0974
O 2.7553 -6.8701 21.1999
O 2.0207 -2.7285 27.5824
O -4.4036 -5.8666 22.2384
O -5.0953 -9.8352 25.5497
O -4.6224 -8.4407 21.1749
O 0.3723 -8.6259 30.9265
O -3.8683 -3.1916 23.1118
O -5.7167 -7.4059 24.2199
C -1.6767 -2.4193 28.9645
C 1.9802 -6.5975 22.4028
C -4.2435 -6.1194 20.9075
C -2.5449 -3.7253 29.0284
C 0.6136 -4.6422 26.8647
C -5.4570 -4.1828 25.8667
C -2.5428 -10.9551 23.4480
C -6.2728 -3.0999 25.1498
C -6.6399 -8.6119 24.1892
C 1.4296 -7.0226 29.4122
C -2.5032 -6.9165 25.3531
C -8.1501 -5.7470 21.8011
C -1.3007 -3.4734 19.9668
C 2.0068 -5.1577 22.7212
C -5.7765 -9.8311 24.3464
C -4.3877 -7.0615 28.9108
C 2.4213 -10.2060 22.0223
C -3.6566 -7.4613 20.6235
C -0.6269 -12.3563 19.5246
C -2.0757 -1.7695 23.8339
C 1.9479 -4.0049 26.8398
C -0.6612 -11.2633 28.0173
C -0.1044 -10.6868 26.6858
C -2.5054 -3.1905 23.5545
C -2.7876 -12.3160 24.0531
C -1.4807 -7.0980 24.2263
C 1.7729 -10.2850 23.3939
C -9.3843 -4.9605 22.1772
C 1.5255 -7.8302 30.7150
C -0.6727 -2.1618 20.4638
C -1.1661 -13.7866 19.8350
C -4.8327 -8.5093 29.0326
H -5.0543 -3.8900 26.8220
H 3.4648 -9.8544 22.0655
H -2.1032 -3.6747 20.6751
H -4.6580 -4.4739 25.1865
H -3.0159 -4.9239 30.3909
H -1.9083 -8.3915 26.3567
H -3.3224 -10.3089 23.8600
H 3.1680 -3.7262 23.0512
H -3.8448 -12.5770 23.8758
H -2.0985 -6.2202 26.1100
H -2.2145 -13.5277 22.5757
H -4.0430 -4.1193 22.8487
H 1.6931 -7.1631 31.5551
H 1.2714 -2.6561 28.1996
H -4.9099 -6.5967 22.6667
H -1.4729 -1.4119 20.4689
H -2.6434 -12.3048 25.1258
H 0.3771 -11.8066 21.1116
H -7.4152 -8.5396 24.9359
H -1.4352 -6.1569 23.6995
H -9.0588 -4.2559 22.9532
H 2.8629 -11.6158 20.7304
H 0.3594 -9.3152 30.2581
H -5.7436 -2.1776 25.2724
H -6.4029 -10.7255 24.3231
H -1.9827 -11.2037 21.5491
H 2.7302 -4.6267 27.2717
H -4.1321 -9.0718 29.6448
H -1.6794 -10.9311 28.1805
H -7.1547 -5.0360 26.3485
H -2.7986 -1.3778 24.5679
H -7.1155 -8.6849 23.1951
H 0.9548 -10.9607 26.5141
H 0.3831 -4.8987 27.9149
H 2.3925 -7.0665 23.2976
H 1.8962 -9.2774 23.7781
H -8.2740 -3.0624 25.2261
H -9.6908 -4.4576 21.2539
H 0.4064 -8.8749 27.4168
H -0.6330 -12.3663 27.9164
H -0.5066 -0.9000 24.6002
H 1.5316 -4.6165 21.8970
H 1.4593 -5.1127 23.6680
H 0.8159 -11.5673 29.1436
H 2.8881 -11.8208 23.7489
H -0.3405 -5.0815 19.3072
H -5.1221 -9.8387 23.4729
H -3.4303 -6.4348 25.0481
H -2.7066 -7.6982 21.0985
H 2.4658 -8.4219 30.7546
H -4.3020 -9.2559 25.5473
H -5.0062 -8.9607 28.0458
H -5.2339 -6.0583 20.4060
H -2.1410 -1.0988 22.9872
H -0.1941 -3.2213 25.6679
H 1.1025 -1.5376 19.9885
H -1.5792 -3.4126 18.9277
H -2.2074 -4.5740 28.4276
H -5.1115 -6.4586 28.3992
H -0.5949 -2.6993 29.0945
H 0.7260 -10.6123 23.3563
H -0.0432 -8.0772 25.2402
H -3.1328 -13.3956 20.1350
H -7.7762 -7.4063 20.9334
H 2.2231 -6.2622 29.4022
H 0.2521 -12.3600 18.8884
H 0.9408 -6.9645 22.3623
H -5.8407 -9.2099 30.4711
H -7.8159 -6.1323 22.7815
H -3.5666 -5.3740 20.5110
H 2.3961 -8.4524 28.3059
H -1.8796 -1.9862 30.7740
H -3.3952 -7.0854 28.4806
H -0.2399 -2.2558 21.4789
H -6.4501 -3.3633 24.1120
H 1.8963 -9.5645 21.3205
H -0.6998 -11.0687 25.8523
H -4.0577 -9.1891 21.4655
H -3.5179 -7.5520 19.5607
H 2.8869 -5.9973 20.7903
H -5.1000 -6.7070 30.6514
H -6.1260 -6.7556 24.8348
H -3.5904 -3.4336 28.8525
H -2.3648 -3.7078 24.5127
H -1.2484 -14.3746 18.9137
H -1.8843 -3.6651 22.7870
H -1.8583 -7.9088 23.5993
H -1.5552 -10.5831 23.7005
H 2.2297 -3.7642 25.7839
H -10.5224 -6.5072 22.1032
H -1.4532 -11.8462 19.0239
H -7.4124 -5.0550 21.3669
H -1.7298 -1.9551 27.9803
H -0.4615 -14.2443 20.5296
H 0.4140 -6.6404 29.2772
H 0.6864 -5.5988 26.3203
*
```

Which of these has the highest molecular weight?
C47H69Br9N7O13

Which formula does entry 2 have?
C32H96O32